[1]
The following is a quantum chemistry calculation of a 2-piece molecular cluster, C4H6O2 overall, from the OMol25 dataset.

XYZ file:
```
12
Properties=species:S:1:pos:R:3:nbo_charge:R:1
C -1.62 -0.37 -0.19 -0.73
C -0.61 -1.45 0.06 0.45
C 1.57 1.48 0.57 -0.80
C 1.77 0.76 -0.50 0.73
O 1.93 0.13 -1.47 -0.47
O 0.27 -1.37 0.89 -0.54
H -1.46 0.48 0.48 0.24
H -2.63 -0.77 -0.07 0.23
H -1.53 -0.03 -1.23 0.24
H -0.71 -2.36 -0.56 0.11
H 1.84 2.53 0.58 0.26
H 1.18 0.99 1.45 0.28
```

The total charge is 0. The SMILES is C=C=O.CC=O. The total energy comes out at -306.4440 a.u. The gap between HOMO and LUMO is 0.371 Ha. The energy relative to the best compared isomer or geometry (same formula, charge and spin) comes out at 39.1 kcal per mole.

---

[2]
The following is a quantum chemistry calculation of the molecule C4H6O2, from the OMol25 dataset.

XYZ file:
```
12
Properties=species:S:1:pos:R:3:nbo_charge:R:1
O -1.91 0.17 1.84 -0.52
C -1.14 -0.64 1.37 0.42
C -0.43 -0.43 0.07 0.01
C 0.08 0.93 -0.43 -0.45
C 1.35 0.13 -0.79 -0.05
O 0.84 -1.05 -0.14 -0.52
H -1.08 -1.69 1.72 0.12
H -1.27 -0.90 -0.50 0.19
H 0.23 1.71 0.32 0.23
H -0.48 1.33 -1.27 0.22
H 2.29 0.47 -0.33 0.18
H 1.52 -0.03 -1.87 0.17
```

The total charge is 0. The SMILES is O=C[C@H]1CCO1. The total energy comes out at -306.4269 a.u. The gap between HOMO and LUMO is 0.383 Ha. The energy relative to the best compared isomer or geometry (same formula, charge and spin) comes out at 49.8 kcal per mole.

---

[3]
The following is a quantum chemistry calculation of the molecule C4H6O2, from the OMol25 dataset.

XYZ file:
```
12
Properties=species:S:1:pos:R:3:nbo_charge:R:1
O 1.51 1.28 0.76 -0.70
C 2.01 0.28 -0.12 -0.13
C 0.86 -0.49 -0.58 -0.03
C -0.32 -0.75 -0.53 -0.05
C -1.76 -0.65 -0.32 -0.14
O -2.26 0.59 -0.77 -0.70
H 0.77 0.86 1.23 0.47
H 2.74 -0.36 0.39 0.19
H 2.54 0.80 -0.92 0.21
H -2.30 -1.50 -0.77 0.19
H -1.93 -0.68 0.77 0.21
H -1.85 0.78 -1.62 0.47
```

The total charge is 0. The SMILES is OCC#CCO. The total energy comes out at -306.3923 a.u. The gap between HOMO and LUMO is 0.396 Ha. The energy relative to the best compared isomer or geometry (same formula, charge and spin) comes out at 71.6 kcal per mole.

---

[4]
The following is a quantum chemistry calculation of the molecule C4H6O2, from the OMol25 dataset.

XYZ file:
```
12
Properties=species:S:1:pos:R:3:nbo_charge:R:1
C -0.85 -1.17 -0.84 -0.73
C -0.03 -0.90 0.38 0.82
O -0.30 -1.19 1.51 -0.52
C 0.14 1.59 0.38 -0.52
C 1.28 0.89 0.46 0.16
O 1.27 -0.41 0.02 -0.55
H -0.29 -1.97 -1.33 0.25
H -0.89 -0.32 -1.53 0.23
H -1.86 -1.50 -0.59 0.24
H -0.60 1.33 -0.37 0.20
H -0.08 2.41 1.03 0.22
H 2.21 1.24 0.90 0.19
```

The total charge is 0. The SMILES is C=COC(C)=O. The total energy comes out at -306.4392 a.u. The gap between HOMO and LUMO is 0.377 Ha. The energy relative to the best compared isomer or geometry (same formula, charge and spin) comes out at 42.1 kcal per mole.

---

[5]
The following is a quantum chemistry calculation of the molecule C4H6O2, from the OMol25 dataset.

XYZ file:
```
12
Properties=species:S:1:pos:R:3:nbo_charge:R:1
C 1.77 1.03 -0.04 -0.70
C 0.33 0.67 -0.04 0.26
O -0.11 -0.16 -0.91 -0.33
C -1.32 -0.76 -0.74 -0.13
C -1.62 -1.21 0.58 0.28
O -2.63 -1.77 0.97 -0.58
H 2.25 0.67 0.88 0.24
H 2.27 0.57 -0.90 0.24
H 1.90 2.11 -0.07 0.24
H -0.39 1.08 0.66 0.18
H -1.71 -1.20 -1.65 0.20
H -0.74 -1.03 1.27 0.09
```

The total charge is 0. The total energy comes out at -306.3718 a.u. The gap between HOMO and LUMO (spin up / spin down) is 0.260 / 0.293 Ha. The energy relative to the best compared isomer or geometry (same formula, charge and spin) comes out at 84.4 kcal per mole.

---

[6]
The following is a quantum chemistry calculation of the molecule C4H6O2, from the OMol25 dataset.

XYZ file:
```
12
Properties=species:S:1:pos:R:3:nbo_charge:R:1
O 0.14 -1.26 -1.30 -0.71
C 0.06 -0.27 -0.28 -0.06
C -0.93 -0.34 0.78 -0.32
C -0.25 1.14 -0.81 0.42
O 0.26 2.09 -0.25 -0.51
C 1.23 -0.01 0.54 -0.21
H -0.36 -2.03 -0.97 0.48
H -1.94 0.03 0.57 0.18
H -0.75 -0.69 1.79 0.20
H -0.99 1.29 -1.61 0.14
H 1.54 -0.61 1.39 0.18
H 1.98 0.67 0.14 0.20
```

The total charge is 0. The total energy comes out at -306.3225 a.u. The gap between HOMO and LUMO (spin up / spin down) is 0.335 / 0.299 Ha. The energy relative to the best compared isomer or geometry (same formula, charge and spin) comes out at 115.4 kcal per mole.

---

[7]
The following is a quantum chemistry calculation of the molecule C4H6O2, from the OMol25 dataset.

XYZ file:
```
12
Properties=species:S:1:pos:R:3:nbo_charge:R:1
O -0.27 -1.09 -1.50 -0.53
C -0.91 -0.83 -0.50 0.44
C -0.32 -0.72 0.87 -0.50
C 0.17 0.72 0.55 -0.52
C 0.96 0.67 -0.83 0.44
O 2.07 0.21 -0.86 -0.52
H -1.91 -0.36 -0.59 0.12
H 0.52 -1.38 1.07 0.24
H -1.07 -0.82 1.67 0.23
H -0.68 1.42 0.62 0.22
H 0.97 1.05 1.20 0.25
H 0.48 1.14 -1.71 0.13
```

The total charge is 0. The SMILES is O=CCCC=O. The total energy comes out at -306.4305 a.u. The gap between HOMO and LUMO is 0.384 Ha. The energy relative to the best compared isomer or geometry (same formula, charge and spin) comes out at 47.6 kcal per mole.

---

[8]
The following is a quantum chemistry calculation of the molecule C4H6O2, from the OMol25 dataset.

XYZ file:
```
12
Properties=species:S:1:pos:R:3:nbo_charge:R:1
C 1.02 -0.49 -1.15 -0.63
C 0.19 0.51 -0.37 -0.01
O -1.24 0.29 -0.50 -0.52
C -1.40 0.04 0.89 -0.19
C 0.08 0.21 1.14 0.57
O 0.84 0.01 2.03 -0.50
H 2.07 -0.34 -0.92 0.23
H 0.74 -1.52 -0.88 0.22
H 0.87 -0.35 -2.22 0.23
H 0.45 1.54 -0.63 0.20
H -1.93 -0.89 1.13 0.22
H -1.69 1.01 1.47 0.20
```

The total charge is 0. The SMILES is C[C@H]1OCC1=O. The total energy comes out at -306.4363 a.u. The gap between HOMO and LUMO is 0.389 Ha. The energy relative to the best compared isomer or geometry (same formula, charge and spin) comes out at 43.9 kcal per mole.

---

[9]
The following is a quantum chemistry calculation of the molecule C4H6O2, from the OMol25 dataset.

XYZ file:
```
12
Properties=species:S:1:pos:R:3:nbo_charge:R:1
O 2.18 0.94 -1.51 -0.46
C 1.47 0.12 -1.08 0.73
C 0.72 -0.87 -0.63 -0.58
C -0.65 -0.71 0.01 -0.43
C -0.89 0.72 0.52 -0.06
O 0.30 1.34 0.97 -0.71
H 1.12 -1.86 -0.80 0.26
H 0.84 0.65 1.38 0.47
H -1.44 -0.97 -0.71 0.22
H -0.74 -1.42 0.83 0.21
H -1.64 0.70 1.32 0.17
H -1.28 1.36 -0.28 0.18
```

The total charge is 0. The SMILES is O=C=CCCO. The total energy comes out at -306.4477 a.u. The gap between HOMO and LUMO is 0.354 Ha. The energy relative to the best compared isomer or geometry (same formula, charge and spin) comes out at 36.8 kcal per mole.

---

[10]
The following is a quantum chemistry calculation of a 2-piece molecular cluster, C4H6O2P overall, from the OMol25 dataset.

XYZ file:
```
13
Properties=species:S:1:pos:R:3:nbo_charge:R:1
C -1.56 0.20 -1.30 -0.66
C -0.54 0.25 -0.31 -0.18
C 0.51 -2.95 0.83 1.05
C 0.66 -0.48 -0.29 -0.86
O 0.22 -2.58 1.89 -0.55
O 0.73 -3.45 -0.20 -0.55
P 1.91 -0.36 1.02 0.24
H -2.43 0.81 -1.10 0.15
H -1.51 -0.20 -2.23 0.16
H -0.96 0.91 0.46 0.18
H 1.03 -0.98 -1.26 0.20
H 0.99 -0.08 1.95 -0.07
H 2.36 0.88 1.22 -0.11
```

The total charge is -1. The total energy comes out at -647.8090 a.u. The gap between HOMO and LUMO is 0.203 Ha. The energy relative to the best compared isomer or geometry (same formula, charge and spin) comes out at 61.3 kcal per mole.

---

[11]
The following is a quantum chemistry calculation of the molecule C4H6O2S, from the OMol25 dataset.

XYZ file:
```
13
Properties=species:S:1:pos:R:3:nbo_charge:R:1
C 2.36 0.67 -0.43 -0.37
C 1.11 0.39 -0.52 -0.19
C 0.18 -0.19 0.55 -0.51
C -0.99 -0.93 0.01 -0.51
O -3.57 -0.90 -0.40 -0.87
O -2.54 0.79 1.11 -0.89
S -2.44 -0.10 0.02 1.98
H 3.04 1.22 -1.14 0.22
H 2.91 0.41 0.50 0.18
H 0.60 0.89 -1.40 0.20
H 0.70 -0.94 1.13 0.24
H -0.30 0.55 1.23 0.26
H -1.06 -1.85 -0.66 0.26
```

The total charge is 0. The SMILES is C=CCC=S(=O)=O. The total energy comes out at -704.5477 a.u. The gap between HOMO and LUMO (spin up / spin down) is 0.301 / 0.301 Ha. The energy relative to the best compared isomer or geometry (same formula, charge and spin) comes out at 82.7 kcal per mole.

---

[12]
The following is a quantum chemistry calculation of a 2-piece molecular cluster, C4H6O2S overall, from the OMol25 dataset.

XYZ file:
```
13
Properties=species:S:1:pos:R:3:nbo_charge:R:1
C 1.92 -1.32 0.14 1.03
C 0.20 0.84 0.71 -0.39
C -0.81 0.69 -0.12 -0.21
C -1.73 -0.46 -0.18 -0.65
O 1.73 -1.73 1.19 -0.53
O 2.15 -1.14 -0.96 -0.50
S 1.58 1.86 0.31 0.00
H 0.39 0.20 1.65 0.24
H -0.87 1.43 -1.00 0.20
H -2.86 -0.22 -0.44 0.23
H -1.72 -1.15 0.71 0.22
H -1.27 -1.13 -0.95 0.23
H 1.29 2.13 -1.06 0.14
```

The total charge is 0. The SMILES is C/C=C/S.O=C=O. The total energy comes out at -704.6609 a.u. The gap between HOMO and LUMO is 0.340 Ha. The energy relative to the best compared isomer or geometry (same formula, charge and spin) comes out at 11.7 kcal per mole.

---

[13]
The following is a quantum chemistry calculation of the molecule C4H6O2S, from the OMol25 dataset.

XYZ file:
```
13
Properties=species:S:1:pos:R:3:nbo_charge:R:1
C -0.80 -0.06 0.32 -0.02
C 0.03 -0.82 -0.69 -0.29
C 1.08 -1.50 -0.03 -0.45
C -0.80 1.46 -0.28 0.42
H 0.32 0.57 2.02 0.50
H -1.93 -0.48 0.22 0.22
H -0.32 -0.65 -1.77 0.25
H 1.83 -2.10 -0.62 0.22
H 0.86 -1.35 1.26 0.28
H 1.31 1.01 -0.74 0.16
O -0.40 -0.21 1.71 -0.71
O -1.88 1.96 -0.26 -0.52
S 0.70 2.15 -1.13 -0.05
```

The total charge is 0. The SMILES is C=C[C@@H](O)C(=O)S. The total energy comes out at -704.5484 a.u. The gap between HOMO and LUMO is 0.357 Ha. The energy relative to the best compared isomer or geometry (same formula, charge and spin) comes out at 82.3 kcal per mole.

---

[14]
The following is a quantum chemistry calculation of the molecule C4H6O2S, from the OMol25 dataset.

XYZ file:
```
13
Properties=species:S:1:pos:R:3:nbo_charge:R:1
C 0.05 0.18 -0.32 -0.26
C 1.37 0.24 0.29 -0.47
C -1.03 0.00 0.53 -0.11
C -2.37 -0.54 0.07 -0.67
O 2.89 0.25 -1.91 -0.88
O 4.00 0.42 0.34 -0.88
S 2.90 0.62 -0.50 1.92
H 0.10 0.23 -1.42 0.24
H 1.33 0.49 1.29 0.21
H -0.79 0.00 1.63 0.21
H -2.52 -1.07 -0.87 0.24
H -2.96 0.36 0.06 0.23
H -2.97 -1.16 0.81 0.23
```

The total charge is 0. The SMILES is C/C=C/C=S(=O)=O. The total energy comes out at -704.5475 a.u. The gap between HOMO and LUMO (spin up / spin down) is 0.269 / 0.274 Ha. The energy relative to the best compared isomer or geometry (same formula, charge and spin) comes out at 82.9 kcal per mole.

---

[15]
The following is a quantum chemistry calculation of the molecule C4H6O2S, from the OMol25 dataset.

XYZ file:
```
13
Properties=species:S:1:pos:R:3:nbo_charge:R:1
C -1.21 0.74 0.03 -0.41
C 0.13 0.88 -0.67 0.05
C 1.24 -1.02 -0.23 0.23
C 0.08 0.60 0.80 0.05
H -1.63 -1.51 0.52 0.14
H -1.75 1.65 0.21 0.24
H 0.46 1.83 -1.14 0.21
H 1.13 -2.08 -0.42 0.18
H 2.30 -0.73 -0.12 0.14
H 0.35 1.27 1.55 0.20
O 0.63 -0.28 -1.27 -0.51
O 0.55 -0.71 0.97 -0.52
S -2.31 -0.65 -0.23 0.00
```

The total charge is 0. The SMILES is S[C@H]1[C@H]2OCO[C@@H]12. The total energy comes out at -704.6095 a.u. The gap between HOMO and LUMO is 0.359 Ha. The energy relative to the best compared isomer or geometry (same formula, charge and spin) comes out at 43.9 kcal per mole.

---

[16]
The following is a quantum chemistry calculation of a 2-piece molecular cluster, C4H6O2S2 overall, from the OMol25 dataset.

XYZ file:
```
14
Properties=species:S:1:pos:R:3:nbo_charge:R:1
C 0.75 1.55 1.06 -0.07
C -0.12 0.65 0.91 -0.41
C -1.39 -0.66 -0.84 -0.62
C -1.07 0.70 -0.31 -0.39
O 1.64 -1.38 -0.78 -0.84
O 3.33 -1.45 0.99 -0.82
S 1.96 2.51 1.10 0.18
S 1.95 -1.21 0.62 1.65
H -0.09 -0.27 1.50 0.25
H -0.54 -1.31 -0.77 0.23
H -1.68 -0.64 -1.89 0.22
H -2.27 -1.12 -0.35 0.20
H -1.98 1.42 -0.27 0.22
H -0.48 1.21 -0.97 0.21
```

The total charge is 0. The total energy comes out at -1102.7784 a.u. The gap between HOMO and LUMO is 0.278 Ha. The energy relative to the best compared isomer or geometry (same formula, charge and spin) comes out at 75.0 kcal per mole.

---

[17]
The following is a quantum chemistry calculation of C4H6O2Sm as an isolated structure, from the OMol25 dataset.

XYZ file:
```
13
Properties=species:S:1:pos:R:3:mulliken_spin:R:1
O -3.02 -0.31 0.71 0.02
C -2.04 -0.88 0.03 0.10
C -0.72 -0.89 0.40 0.06
C 0.31 -1.73 -0.14 0.00
C 1.81 -1.44 -0.12 0.00
O 2.10 -0.07 -0.17 -0.04
Sm 0.66 1.19 -0.71 5.83
H -2.91 0.65 0.81 0.00
H -2.37 -1.25 -0.95 0.01
H -0.01 -2.38 -0.97 0.00
H -0.02 -1.62 1.32 0.02
H 2.28 -1.99 -0.96 -0.01
H 2.22 -1.86 0.82 0.00
```

The total charge is +2. Its spin multiplicity is 7. The total energy comes out at -963.5972 a.u. The gap between HOMO and LUMO (spin up / spin down) is 0.185 / 0.290 Ha. The energy relative to the best compared isomer or geometry (same formula, charge and spin) comes out at 10.1 kcal per mole.

---

[18]
The following is a quantum chemistry calculation of C4H6O2V as an isolated structure, from the OMol25 dataset.

XYZ file:
```
13
Properties=species:S:1:pos:R:3:nbo_charge:R:1
H 0.51 -1.28 -1.03 0.26
O 0.32 -2.50 0.92 -0.67
C 0.21 -1.40 0.20 -0.09
C 1.23 -0.47 0.17 -0.18
C 1.42 0.84 -0.60 -0.58
C 0.21 1.31 -1.36 0.28
O -0.94 1.46 -0.69 -0.65
V -0.99 0.55 0.91 1.14
H -0.08 -2.40 1.79 0.50
H 1.96 -0.61 0.97 0.23
H 2.26 0.70 -1.30 0.28
H 1.76 1.61 0.12 0.28
H 0.36 1.95 -2.24 0.20
```

The total charge is +1. Its spin multiplicity is 5. The total energy comes out at -1250.0137 a.u. The gap between HOMO and LUMO (spin up / spin down) is 0.242 / 0.317 Ha. The energy relative to the best compared isomer or geometry (same formula, charge and spin) comes out at 39.0 kcal per mole.